1.
# C4H5NO

C4H5NO in the gas phase (ωB97M-V/def2-TZVPD, OMol25).

Its energy above the lowest of the compared OMol25 structures with the same formula, charge and spin is 155.1 kJ/mol. The LUMO energy comes out at 0.9 eV. The value obtained for the HOMO-LUMO gap is 11.79 eV. The calculation puts the molecular weight at 83.09 g mol⁻¹. The HOMO energy is -10.9316 eV.

The geometry in ORCA input format:
```
! RIJCOSX wB97M-V def2-TZVPD def2/J DEFGRID3
* xyz 0 1
O 0.96 1.41 0.59
N -1.70 -2.11 -0.96
C -0.13 0.59 0.24
C -0.05 -0.09 -1.12
C 0.70 0.26 1.40
C -0.96 -1.23 -1.09
H -1.12 0.98 0.44
H 0.30 0.50 2.38
H 0.96 -0.40 -1.38
H 1.44 -0.54 1.37
H -0.39 0.63 -1.88
*
```

=====

2.
# C3H8OSi

2 unconnected molecules or ions with the total composition C3H8OSi (ωB97M-V/def2-TZVPD, OMol25).

Its energy above the lowest of the compared OMol25 structures with the same formula, charge and spin is 468.8 kJ/mol. The LUMO energy (alpha / beta) comes out at 0.2 / 0.0 eV. The value obtained for the HOMO-LUMO gap (alpha / beta) is 8.43 / 7.77 eV. The calculation puts the molecular weight at 88.18 g mol⁻¹. The HOMO energy (alpha / beta) is -8.2217 / -7.8172 eV.

The geometry in ORCA input format:
```
! RIJCOSX wB97M-V def2-TZVPD def2/J DEFGRID3
* xyz 0 1
Si -1.29 1.21 -0.41
O 1.73 0.40 -1.32
C 2.61 -0.09 0.96
C 1.71 0.14 -0.17
C -0.76 -0.10 0.71
H -0.54 2.45 -0.34
H -0.51 0.56 -1.68
H -1.18 -1.15 0.45
H 2.31 0.75 1.62
H -0.47 0.12 1.68
H 2.24 -0.91 1.64
H -2.69 1.74 -0.67
H 3.67 -0.27 0.77
*
```

=====

3.
# C8H19NO2

C8H19NO2 in the gas phase (ωB97M-V/def2-TZVPD, OMol25).

Its energy above the lowest of the compared OMol25 structures with the same formula, charge and spin is 0.0 kJ/mol. The LUMO energy comes out at 0.9 eV. The value obtained for the HOMO-LUMO gap is 10.24 eV. The calculation puts the molecular weight at 161.25 g mol⁻¹. The HOMO energy is -9.3478 eV.

The geometry in ORCA input format:
```
! RIJCOSX wB97M-V def2-TZVPD def2/J DEFGRID3
* xyz 0 1
O 0.86 2.24 0.04
O 2.76 -0.80 0.60
N 1.66 0.73 -1.61
C 2.39 -2.13 0.37
C -1.30 -0.82 -0.98
C 1.69 0.11 0.80
C -1.37 1.26 0.54
C -2.13 0.07 -0.06
C -2.73 -0.77 1.06
C 1.78 1.21 -0.25
C -0.48 2.08 -0.40
H 2.75 1.67 -0.12
H -0.48 -1.30 -0.45
H -3.40 -0.17 1.68
H 2.00 -2.28 -0.64
H 3.27 -2.75 0.48
H -0.91 -0.29 -1.84
H 2.57 0.69 -2.05
H -0.50 1.69 -1.41
H -2.13 1.94 0.94
H -1.93 -1.15 1.70
H 0.73 -0.41 0.76
H 1.27 -0.20 -1.65
H -2.95 0.47 -0.65
H -0.86 3.10 -0.45
H -0.79 0.94 1.41
H 1.64 -2.47 1.09
H -1.93 -1.62 -1.37
H 1.81 0.56 1.78
H -3.29 -1.61 0.67
*
```

=====

4.
# C2H2ClNS3

A molecular structure, C2H2ClNS3 (ωB97M-V/def2-TZVPD, OMol25).

Its energy above the lowest of the compared OMol25 structures with the same formula, charge and spin is 87.1 kJ/mol. The LUMO energy comes out at -1.4 eV. The value obtained for the HOMO-LUMO gap is 7.57 eV. The calculation puts the molecular weight at 171.70 g mol⁻¹. The HOMO energy is -8.9184 eV.

The geometry in ORCA input format:
```
! RIJCOSX wB97M-V def2-TZVPD def2/J DEFGRID3
* xyz 0 1
Cl -0.69 -2.89 0.25
S -2.32 0.02 -0.63
S -1.17 1.54 -0.74
S -0.26 1.85 1.19
N -0.38 -1.20 0.48
C 0.65 -0.53 0.04
C 0.84 0.81 0.22
H 1.72 1.23 -0.27
H 1.60 -0.82 -0.53
*
```

=====

5.
# C4H38N2O15

15 unconnected molecules or ions with the total composition C4H38N2O15 (ωB97M-V/def2-TZVPD, OMol25).

Its energy above the lowest of the compared OMol25 structures with the same formula, charge and spin is 775.8 kJ/mol. The LUMO energy comes out at -0.3 eV. The value obtained for the HOMO-LUMO gap is 9.04 eV. The calculation puts the molecular weight at 354.35 g mol⁻¹. The HOMO energy is -9.3052 eV.

The geometry in ORCA input format:
```
! RIJCOSX wB97M-V def2-TZVPD def2/J DEFGRID3
* xyz 0 1
O -2.08 -2.01 0.99
O -3.77 0.17 -2.76
O 3.87 -0.83 -2.99
O 0.19 -4.06 1.67
O 0.50 2.01 -2.31
O -1.39 -2.94 3.77
O 2.92 1.63 -0.81
O 1.22 4.54 -1.70
O 0.92 -1.89 -4.45
O 0.73 0.68 -4.48
O 2.21 -2.74 2.19
O -1.28 -0.76 -2.06
O 1.98 -0.29 2.02
O -2.97 0.06 -0.16
O -2.05 2.50 -2.56
N 0.80 0.08 0.15
N -1.50 -0.06 3.31
C 0.46 1.64 3.48
C 1.18 0.40 1.50
C -0.25 0.19 3.97
C 0.69 1.70 1.97
H 0.41 -2.22 -3.73
H -1.84 -0.12 -1.50
H -3.76 -0.07 -1.81
H 0.49 0.99 -3.68
H -0.35 -2.90 3.81
H 0.53 -0.54 3.58
H 0.96 -0.99 -4.46
H 1.30 2.17 -1.70
H 0.36 4.55 -1.14
H -0.89 -0.38 -2.82
H -2.74 -0.67 0.38
H 2.00 4.21 -1.17
H 1.36 1.45 4.16
H 3.05 -1.38 -3.00
H -2.16 1.60 -3.14
H -1.56 -3.44 2.99
H 1.13 -4.01 1.96
H 3.06 1.18 -1.54
H 1.92 -2.31 1.32
H 2.50 -2.10 2.82
H -0.09 2.54 3.81
H -2.24 0.19 3.94
H -2.92 2.73 -2.33
H 0.05 0.70 -0.18
H -1.60 -0.98 3.02
H 0.10 -3.20 1.64
H 0.23 2.89 -2.11
H 0.38 1.37 -5.06
H -3.14 -0.51 -3.02
H 4.39 -1.29 -2.20
H -0.26 1.97 1.43
H 1.56 2.38 1.78
H -3.21 0.72 0.54
H -1.77 -2.74 0.27
H -0.33 0.24 5.08
H 0.48 -0.91 0.02
H 3.17 1.21 -0.10
H -2.94 -2.33 1.37
*
```

=====

6.
# C10H19Cl6N

4 unconnected molecules or ions with the total composition C10H19Cl6N (ωB97M-V/def2-TZVPD, OMol25).

Its energy above the lowest of the compared OMol25 structures with the same formula, charge and spin is 99.6 kJ/mol. The LUMO energy comes out at 0.4 eV. The value obtained for the HOMO-LUMO gap is 10.98 eV. The calculation puts the molecular weight at 365.99 g mol⁻¹. The HOMO energy is -10.6182 eV.

The geometry in ORCA input format:
```
! RIJCOSX wB97M-V def2-TZVPD def2/J DEFGRID3
* xyz 0 1
Cl -4.31 0.14 0.86
Cl -3.83 -2.86 2.20
Cl -2.81 1.00 -2.79
Cl 3.88 0.74 -1.46
Cl 5.14 3.07 -4.88
Cl 0.16 2.38 -2.44
N 2.08 -2.20 3.85
C -2.48 2.25 -1.63
C 0.19 -2.65 2.14
C -3.60 -0.14 2.49
C 0.64 -2.72 0.74
C -1.03 2.18 -1.11
C 1.31 -1.51 0.09
C 3.67 1.66 -2.98
C 4.99 2.53 -3.16
C -4.20 -1.37 3.17
C 1.28 -2.38 3.06
H 2.76 2.26 -2.92
H -3.78 -1.57 4.16
H -3.22 2.08 -0.85
H -0.89 2.97 -0.37
H -0.75 1.21 -0.70
H 1.15 -3.67 0.59
H 2.07 -1.09 0.76
H 4.79 3.52 -2.75
H -5.27 -1.20 3.33
H -2.56 -0.37 2.26
H 0.00 -3.71 2.33
H -0.34 -2.88 0.30
H 1.78 -1.98 -0.77
H -3.57 0.79 3.05
H -0.66 -2.01 2.35
H 5.97 2.13 -2.90
H 0.61 -0.75 -0.25
H 3.55 0.91 -3.76
H -2.72 3.24 -1.99
*
```

=====

7.
# C2H9N4O

2 unconnected molecules or ions with the total composition C2H9N4O (ωB97M-V/def2-TZVPD, OMol25).

Its energy above the lowest of the compared OMol25 structures with the same formula, charge and spin is 57.6 kJ/mol. The LUMO energy comes out at 4.0 eV. The value obtained for the HOMO-LUMO gap is 7.41 eV. The calculation puts the molecular weight at 105.12 g mol⁻¹. The HOMO energy is -3.4514 eV.

The geometry in ORCA input format:
```
! RIJCOSX wB97M-V def2-TZVPD def2/J DEFGRID3
* xyz -1 1
O -0.43 1.63 0.25
N -2.77 1.96 0.58
N 2.11 -2.13 -1.11
N 1.00 -1.52 0.89
N 0.94 -0.10 -0.96
C 1.31 -1.23 -0.32
C -1.51 1.27 0.97
H 0.90 -0.21 -1.95
H 2.73 -2.67 -0.53
H -1.39 1.46 2.05
H -2.55 2.94 0.69
H 0.23 0.61 -0.42
H -2.82 1.87 -0.43
H 2.66 -1.62 -1.79
H -1.75 0.18 0.93
H 1.36 -2.42 1.16
*
```

=====

8.
# C6H14NOS

2 unconnected molecules or ions with the total composition C6H14NOS (ωB97M-V/def2-TZVPD, OMol25).

Its energy above the lowest of the compared OMol25 structures with the same formula, charge and spin is 218.6 kJ/mol. The LUMO energy comes out at -4.0 eV. The value obtained for the HOMO-LUMO gap is 9.87 eV. The calculation puts the molecular weight at 148.25 g mol⁻¹. The HOMO energy is -13.9115 eV.

The geometry in ORCA input format:
```
! RIJCOSX wB97M-V def2-TZVPD def2/J DEFGRID3
* xyz 1 1
S 0.42 1.19 -0.26
O 4.37 1.01 0.12
N 1.25 -1.24 -0.10
C -2.00 1.78 0.29
C -1.24 0.47 -0.12
C -1.36 -0.69 0.95
C 0.96 -2.41 0.00
C 1.51 -0.02 -0.14
C -1.70 -0.06 -1.40
H 0.70 -2.86 1.05
H 2.46 0.37 0.01
H -2.60 -0.73 -1.22
H -1.54 2.19 1.31
H -3.08 1.86 0.51
H -0.66 -0.54 1.84
H 5.18 1.19 -0.28
H 0.98 -3.16 -0.90
H -1.92 0.68 -2.14
H -2.35 -0.64 1.33
H -1.76 2.52 -0.43
H -0.87 -0.81 -1.73
H 4.29 1.61 0.82
H -1.03 -1.73 0.50
*
```